C21H54NO12S3 | ωB97M-V/def2-TZVPD

Output
Lowest unoccupied orbital energy, eV: 2.265
Net charge: -1
Max |F|, eV/Å: 0.46
Molecular weight, g mol⁻¹: 608.9

Positions of all 91 atoms, in Å:
C  8.558  0.484  -1.048
C  7.582  -0.599  -1.415
O  7.696  -1.760  -1.130
O  6.554  -0.114  -2.152
C  5.280  -0.701  -1.953
S  4.054  0.661  -1.891
O  4.815  1.865  -1.663
O  3.344  0.571  -3.146
N  3.099  0.447  -0.654
S  2.506  -0.922  -0.173
O  1.440  -0.675  0.761
O  3.527  -1.860  0.223
S  1.421  -1.789  -1.759
H  9.370  0.490  -1.777
H  8.080  1.458  -1.052
H  8.980  0.256  -0.075
H  5.245  -1.292  -1.042
H  5.012  -1.323  -2.804
H  2.263  -1.439  -2.739
C  0.243  -1.064  -6.675
C  1.275  -1.996  -6.061
C  1.639  -3.138  -6.998
O  0.817  -2.497  -4.810
H  -0.681  -1.612  -6.884
H  0.009  -0.253  -5.986
H  0.604  -0.635  -7.611
H  2.174  -1.426  -5.816
H  0.753  -3.743  -7.215
H  2.385  -3.785  -6.537
H  2.036  -2.763  -7.943
H  0.013  -3.007  -4.957
C  5.082  5.033  0.869
C  6.319  4.151  0.984
C  7.381  4.547  -0.034
O  5.972  2.785  0.844
H  4.633  4.915  -0.120
H  4.340  4.738  1.611
H  5.328  6.087  1.016
H  6.735  4.243  1.991
H  6.990  4.418  -1.047
H  8.262  3.912  0.071
H  7.685  5.589  0.088
H  5.593  2.671  -0.043
C  -2.495  0.569  2.202
C  -2.823  -0.347  1.037
C  -1.860  -1.513  0.947
O  -2.829  0.407  -0.183
H  -1.490  0.986  2.096
H  -3.197  1.403  2.228
H  -2.546  0.046  3.159
H  -3.849  -0.708  1.146
H  -0.840  -1.154  0.789
H  -2.109  -2.153  0.099
H  -1.876  -2.113  1.859
H  -1.929  0.725  -0.326
C  -6.388  2.882  -0.835
C  -5.555  3.655  0.177
C  -4.436  4.434  -0.497
O  -5.030  2.779  1.168
H  -5.758  2.156  -1.357
H  -7.187  2.336  -0.333
H  -6.831  3.548  -1.577
H  -6.200  4.346  0.725
H  -3.760  3.746  -1.012
H  -3.855  4.985  0.243
H  -4.829  5.140  -1.231
H  -4.447  2.150  0.718
C  -1.454  -0.524  6.358
C  -2.692  -1.048  7.065
C  -3.945  -0.839  6.229
O  -2.838  -0.442  8.352
H  -1.545  0.552  6.181
H  -0.562  -0.689  6.961
H  -1.319  -1.015  5.393
H  -2.570  -2.113  7.272
H  -4.103  0.228  6.047
H  -4.821  -1.228  6.748
H  -3.864  -1.338  5.262
H  -2.946  0.505  8.213
C  -5.638  -3.220  0.037
C  -4.553  -4.038  0.721
C  -4.437  -5.431  0.124
O  -4.791  -4.109  2.128
H  -6.611  -3.705  0.163
H  -5.699  -2.224  0.475
H  -5.442  -3.117  -1.031
H  -3.600  -3.522  0.620
H  -5.377  -5.977  0.252
H  -3.648  -5.994  0.624
H  -4.210  -5.386  -0.942
H  -5.633  -4.559  2.260



C21H55FNO9 | ωB97M-V/def2-TZVPD

Output
Lowest unoccupied orbital energy, eV: 2.233
Net charge: -1
Max |F|, eV/Å: 0.58
Molecular weight, g mol⁻¹: 484.7

Positions of all 87 atoms, in Å:
C  -1.392  0.173  2.207
C  -2.213  0.736  1.044
C  -1.526  0.668  -0.330
C  -1.025  -0.733  -0.739
C  0.458  -0.842  -1.118
C  1.465  -0.049  -0.271
N  2.489  -0.955  0.304
F  2.135  -1.146  1.700
C  2.199  0.995  -1.146
O  3.174  0.556  -1.794
O  1.721  2.141  -1.130
H  -1.828  0.475  3.161
H  -1.399  -0.916  2.169
H  -0.359  0.514  2.195
H  -3.140  0.162  0.969
H  -2.480  1.779  1.233
H  -0.726  1.409  -0.387
H  -2.282  0.988  -1.055
H  -1.588  -1.030  -1.629
H  -1.301  -1.459  0.026
H  0.757  -1.884  -1.029
H  0.607  -0.583  -2.167
H  0.995  0.479  0.553
H  3.338  -0.402  0.390
C  -3.618  -4.234  -0.208
C  -4.445  -3.100  0.371
O  -4.158  -1.859  -0.259
H  -2.556  -4.006  -0.116
H  -3.824  -5.174  0.307
H  -3.836  -4.369  -1.270
H  -4.209  -2.959  1.425
H  -5.515  -3.327  0.293
H  -4.359  -1.946  -1.196
C  -1.400  2.652  6.579
C  -1.168  1.156  6.699
O  -0.573  0.617  5.526
H  -2.027  2.871  5.717
H  -1.882  3.053  7.473
H  -0.456  3.182  6.438
H  -2.115  0.630  6.821
H  -0.546  0.932  7.575
H  0.271  1.058  5.386
C  0.022  -1.091  -6.521
C  -0.678  -1.068  -5.174
O  -0.553  -2.299  -4.477
H  -0.375  -1.896  -7.142
H  -0.108  -0.144  -7.048
H  1.093  -1.262  -6.393
H  -1.748  -0.904  -5.305
H  -0.287  -0.251  -4.558
H  0.378  -2.459  -4.298
C  1.532  -5.785  -1.161
C  0.528  -4.915  -1.891
O  1.153  -3.736  -2.386
H  1.967  -5.238  -0.325
H  1.076  -6.702  -0.782
H  2.349  -6.065  -1.831
H  -0.259  -4.585  -1.213
H  0.057  -5.459  -2.718
H  1.840  -4.013  -3.001
C  0.188  4.442  -2.792
C  0.724  5.378  -3.853
O  -0.099  6.539  -4.040
H  -0.823  4.117  -3.047
H  0.824  3.563  -2.669
H  0.142  4.945  -1.822
H  0.760  4.884  -4.823
H  1.742  5.692  -3.600
H  -0.148  6.987  -3.191
C  5.482  -4.250  -2.482
C  4.784  -4.139  -1.140
O  4.951  -5.324  -0.356
H  5.105  -5.111  -3.038
H  5.324  -3.349  -3.076
H  6.559  -4.387  -2.351
H  3.714  -4.010  -1.278
H  5.147  -3.269  -0.588
H  5.892  -5.441  -0.203
C  -0.464  7.803  5.641
C  -1.467  6.813  5.079
O  -1.765  5.767  6.000
H  0.459  7.292  5.917
H  -0.228  8.578  4.910
H  -0.858  8.288  6.537
H  -1.065  6.323  4.195
H  -2.389  7.327  4.787
H  -2.140  6.164  6.791



C21H55N8O5 | ωB97M-V/def2-TZVPD

Output
Lowest unoccupied orbital energy, eV: -2.743
Net charge: +1
Energy relative to the best compared isomer or geometry (same formula, charge and spin), kcal/mol: 0.0
Max |F|, eV/Å: 0.95
Molecular weight, g mol⁻¹: 499.7

Positions of all 89 atoms, in Å:
C  3.783  2.297  1.164
C  2.425  2.865  1.441
O  2.224  4.055  0.683
C  0.919  4.502  0.526
N  0.024  4.270  1.643
C  -0.914  3.330  1.695
N  -1.731  3.133  2.721
C  -2.497  2.123  2.379
N  -2.201  1.666  1.183
N  -1.171  2.429  0.724
H  4.565  2.786  1.718
H  3.738  1.266  1.476
H  3.978  2.307  0.103
H  2.313  3.062  2.496
H  1.691  2.121  1.142
H  0.461  4.080  -0.367
H  0.978  5.567  0.389
H  0.087  4.858  2.454
H  -3.276  1.716  2.985
H  -2.578  0.883  0.643
H  -0.739  2.278  -0.170
C  -3.637  -3.006  -0.935
C  -2.921  -2.625  0.356
C  -3.216  -3.552  1.539
O  -4.475  -3.347  2.135
C  -5.570  -4.001  1.511
N  -3.242  -1.224  0.681
H  -4.694  -2.743  -0.905
H  -3.194  -2.478  -1.780
H  -3.555  -4.075  -1.127
H  -1.846  -2.687  0.163
H  -2.489  -3.342  2.325
H  -3.085  -4.603  1.253
H  -5.272  -4.970  1.103
H  -6.010  -3.392  0.717
H  -6.328  -4.161  2.274
H  -2.686  -0.974  1.497
H  -4.198  -1.214  1.030
C  -5.577  1.534  -3.284
C  -4.326  2.109  -2.631
C  -3.050  1.966  -3.467
O  -2.477  0.677  -3.455
C  -3.032  -0.253  -4.374
N  -4.167  1.504  -1.302
H  -5.594  0.445  -3.238
H  -6.466  1.893  -2.769
H  -5.648  1.834  -4.330
H  -4.490  3.182  -2.496
H  -2.286  2.619  -3.028
H  -3.210  2.311  -4.495
H  -3.338  0.240  -5.299
H  -3.885  -0.784  -3.945
H  -2.258  -0.982  -4.605
H  -3.388  1.956  -0.838
H  -3.859  0.542  -1.439
C  5.940  -0.443  -4.477
C  4.571  -0.124  -3.885
C  4.632  0.711  -2.600
O  5.004  -0.005  -1.438
C  6.399  -0.179  -1.259
N  3.827  -1.374  -3.707
H  6.447  -1.231  -3.921
H  5.829  -0.793  -5.502
H  6.582  0.438  -4.489
H  4.029  0.479  -4.619
H  3.623  1.085  -2.396
H  5.281  1.586  -2.728
H  6.958  0.687  -1.622
H  6.763  -1.081  -1.756
H  6.579  -0.289  -0.189
H  2.875  -1.165  -3.421
H  4.229  -1.868  -2.915
C  1.263  -2.983  4.483
C  0.753  -1.598  4.106
C  1.556  -0.926  2.987
O  2.790  -0.391  3.392
C  3.869  -1.314  3.451
N  0.674  -0.775  5.313
H  2.168  -2.927  5.086
H  0.515  -3.509  5.074
H  1.478  -3.584  3.596
H  -0.268  -1.717  3.725
H  0.975  -0.064  2.629
H  1.693  -1.602  2.130
H  3.787  -2.071  2.666
H  3.928  -1.802  4.425
H  4.786  -0.749  3.300
H  0.233  0.116  5.100
H  1.619  -0.526  5.589



C21H56BrN3OSi2 | ωB97M-V/def2-TZVPD

Output
Lowest unoccupied orbital energy, eV: 0.636
Net charge: 0
Max |F|, eV/Å: 0.41
Molecular weight, g mol⁻¹: 502.8

Positions of all 84 atoms, in Å:
C  -2.343  0.268  -3.340
C  -0.833  0.103  -3.511
Br  -0.041  1.737  -4.244
C  -0.408  -1.106  -4.366
Si  0.645  -2.272  -3.360
O  -0.181  -2.725  -1.997
Si  -1.372  -3.871  -1.950
H  -2.628  1.317  -3.352
H  -2.645  -0.141  -2.374
H  -2.893  -0.251  -4.126
H  -0.386  0.044  -2.520
H  0.184  -0.782  -5.223
H  -1.292  -1.613  -4.763
H  1.027  -3.464  -4.149
H  1.836  -1.527  -2.911
H  -1.152  -4.856  -3.032
H  -2.688  -3.225  -2.151
H  -1.340  -4.531  -0.634
C  -6.236  -2.885  -1.758
C  -5.920  -1.621  -2.543
N  -7.076  -1.077  -3.235
C  -6.741  -0.051  -4.208
C  -6.131  1.252  -3.682
C  -8.242  -0.818  -2.403
C  -8.063  0.100  -1.187
H  -6.729  -3.622  -2.394
H  -5.311  -3.319  -1.376
H  -6.880  -2.685  -0.901
H  -5.175  -1.853  -3.311
H  -5.442  -0.896  -1.864
H  -7.647  0.176  -4.776
H  -6.041  -0.502  -4.919
H  -6.863  1.865  -3.158
H  -5.738  1.845  -4.511
H  -5.303  1.052  -2.999
H  -8.625  -1.779  -2.052
H  -9.017  -0.411  -3.058
H  -7.191  -0.184  -0.596
H  -8.937  0.022  -0.537
H  -7.952  1.146  -1.466
C  6.481  -0.296  0.627
C  5.009  -0.509  0.309
N  4.560  -1.864  0.578
C  3.261  -2.166  0.003
C  2.044  -1.391  0.525
C  4.789  -2.341  1.934
C  4.210  -1.500  3.075
H  7.093  -1.049  0.129
H  6.795  0.690  0.283
H  6.681  -0.346  1.699
H  4.844  -0.329  -0.758
H  4.419  0.257  0.840
H  3.083  -3.239  0.126
H  3.344  -1.994  -1.074
H  1.757  -1.709  1.527
H  1.189  -1.564  -0.131
H  2.231  -0.316  0.549
H  5.868  -2.430  2.083
H  4.397  -3.360  1.990
H  4.432  -0.440  2.936
H  4.644  -1.802  4.030
H  3.129  -1.605  3.158
C  3.893  5.626  4.139
C  2.885  4.491  4.056
N  3.395  3.335  3.340
C  2.370  2.379  2.967
C  1.601  1.663  4.082
C  4.637  2.772  3.847
C  4.674  2.319  5.311
H  4.270  5.876  3.146
H  3.419  6.513  4.562
H  4.743  5.376  4.775
H  2.004  4.835  3.507
H  2.536  4.250  5.073
H  2.844  1.627  2.327
H  1.650  2.905  2.332
H  2.222  0.934  4.603
H  0.756  1.122  3.651
H  1.200  2.359  4.821
H  5.428  3.511  3.695
H  4.892  1.929  3.198
H  4.267  3.083  5.977
H  5.707  2.139  5.614
H  4.116  1.398  5.476



C21H56ClN10O10P3S2 | ωB97M-V/def2-TZVPD

Output
Lowest unoccupied orbital energy, eV: 1.497
Net charge: -2
Max |F|, eV/Å: 7.43
Molecular weight, g mol⁻¹: 801.2

Positions of all 103 atoms, in Å:
O  5.088  11.346  2.493
C  4.246  10.902  1.786
Cl  3.158  12.077  0.955
C  4.052  9.397  1.591
S  5.483  8.503  0.906
O  5.013  7.146  0.695
O  6.479  8.485  1.963
N  6.145  9.219  -0.368
S  5.139  9.362  -1.689
O  6.009  9.225  -2.852
O  4.087  8.362  -1.755
C  4.438  11.109  -1.824
O  3.235  11.210  -2.072
O  5.265  11.998  -1.676
H  3.849  8.983  2.586
H  3.136  9.236  1.010
O  2.219  4.043  0.114
P  3.236  2.994  -0.281
N  3.462  3.531  -1.902
C  3.607  2.746  -3.101
C  4.117  4.845  -2.039
N  2.103  1.649  -0.138
C  1.441  1.069  -1.292
C  1.079  1.849  0.884
N  4.543  1.864  -0.333
C  5.885  2.441  -0.381
C  4.524  0.441  -0.570
H  4.590  2.252  -3.189
H  3.495  3.382  -3.981
H  2.830  1.993  -3.215
H  5.194  4.777  -1.849
H  3.704  5.574  -1.341
H  3.979  5.265  -3.035
H  0.854  1.810  -1.852
H  0.765  0.268  -0.976
H  2.141  0.567  -1.960
H  0.264  2.505  0.558
H  1.511  2.285  1.785
H  0.647  0.884  1.176
H  6.239  2.564  -1.412
H  6.608  1.820  0.153
H  5.901  3.419  0.102
H  4.406  0.210  -1.634
H  3.748  -0.064  0.000
H  5.464  -0.019  -0.245
O  -0.800  -1.630  -4.177
P  -1.742  -2.721  -3.710
N  -1.443  -2.522  -2.019
C  -1.309  -3.536  -1.000
C  -1.901  -1.256  -1.448
N  -0.822  -4.030  -4.431
C  0.094  -4.849  -3.654
C  -0.121  -3.652  -5.659
N  -3.070  -3.800  -3.475
C  -4.286  -3.214  -2.918
C  -3.105  -5.244  -3.524
H  -2.267  -4.002  -0.722
H  -0.891  -3.109  -0.087
H  -0.606  -4.320  -1.267
H  -2.993  -1.240  -1.317
H  -1.631  -0.415  -2.090
H  -1.444  -1.058  -0.478
H  0.876  -4.253  -3.167
H  0.579  -5.583  -4.303
H  -0.426  -5.456  -2.912
H  0.805  -3.098  -5.476
H  -0.756  -3.033  -6.293
H  0.124  -4.546  -6.240
H  -4.312  -3.296  -1.825
H  -5.182  -3.696  -3.315
H  -4.360  -2.158  -3.183
H  -2.703  -5.688  -2.608
H  -2.575  -5.643  -4.385
H  -4.134  -5.604  -3.630
O  -2.400  -4.811  2.665
P  -3.305  -4.567  3.856
N  -4.732  -5.254  3.144
C  -6.096  -4.788  3.230
C  -4.674  -6.692  2.902
N  -3.256  -2.822  3.731
C  -4.319  -2.060  3.096
C  -1.988  -2.301  3.211
N  -4.001  -4.429  5.427
C  -4.237  -5.681  6.141
C  -4.608  -3.284  6.068
H  -6.564  -4.973  4.209
H  -6.714  -5.293  2.484
H  -6.199  -3.734  2.990
H  -4.791  -7.271  3.829
H  -3.720  -6.970  2.451
H  -5.451  -7.014  2.206
H  -4.484  -2.363  2.053
H  -4.072  -0.996  3.106
H  -5.255  -2.118  3.651
H  -1.903  -2.383  2.122
H  -1.142  -2.829  3.649
H  -1.876  -1.249  3.484
H  -5.250  -6.064  5.969
H  -4.100  -5.560  7.218
H  -3.524  -6.444  5.824
H  -5.624  -3.109  5.704
H  -4.017  -2.380  5.947
H  -4.677  -3.437  7.150



- The lowest lowest unoccupied orbital energy belongs to which entry?
  C21H55N8O5



- What is the formula in the fourth record?
  C21H56BrN3OSi2